Here is one molecule with the formula C5H8O2 from the Open Molecules 2025 dataset. Energies are from ωB97M-V/def2-TZVPD.

Geometry as XYZ:
```
15
C5H8O2, DFT ωB97M-V/def2-TZVPD
O 1.738 -0.781 -0.919
O -0.633 -1.770 -0.729
C 1.086 -0.298 0.214
C -0.289 -1.053 0.395
C -1.355 0.033 0.280
C 0.699 1.205 0.039
C -0.774 1.223 -0.130
H -1.299 2.034 -0.634
H 1.046 -1.348 -1.331
H -1.652 -0.495 -0.816
H -2.282 -0.064 0.836
H 0.894 1.761 0.974
H 1.259 1.708 -0.756
H -0.323 -1.620 1.337
H 1.733 -0.419 1.093
```

Summary:
* ΔE to the lowest compared entry with this formula, charge and spin: 418.8 kJ/mol
* F_max: 0.900 eV Å⁻¹
* gap between HOMO and LUMO (spin up / spin down): 7.43 / 7.77 eV
* E_HOMO (spin up / spin down): -8.601 / -8.819 eV
* lowest unoccupied orbital energy (spin up / spin down): -1.17 / -1.05 eV